# 1
Computed, not measured: C3H8ClOPS as an isolated structure in a non-equilibrium geometry, with ωB97M-V with the def2-TZVPD basis set.

As for the charge: 0. Its HOMO energy is -9.54 eV. The value obtained for the HOMO-LUMO gap is 9.5 eV. The calculated total energy is -1394.04275 a.u.

Last column: natural (NBO) charge in e.
Cartesian coordinates (Å):
C: -0.013 -0.814 0.817  -0.629
C: -0.618 1.490 0.171  -0.655
C: 0.348 0.349 -0.099  -0.430
O: 1.532 -1.513 -2.291  -0.987
P: -0.123 -0.052 -1.957  1.218
S: -1.826 -0.722 -2.594  -0.404
Cl: 0.775 1.255 -3.019  -0.191
H: -1.141 -0.687 0.990  0.210
H: 0.186 -1.735 0.233  0.246
H: 0.446 -0.827 1.852  0.239
H: -1.433 1.573 -0.620  0.228
H: -0.089 2.470 0.017  0.234
H: -1.198 1.258 1.082  0.236
H: 1.334 0.605 -0.173  0.236
H: 1.828 -1.325 -3.188  0.449

Forces on atoms 1 to 2 (eV/Å):
-1.2 -0.6 0.0
-0.7 1.6 -1.4

=====

# 2
Computed, not measured: a single C6H12N2O2 molecule, with ωB97M-V with the def2-TZVPD basis set.

As for the charge: 0. Its HOMO energy (spin up / spin down) is -8.14 / -8.14 eV. The value obtained for the HOMO-LUMO gap (spin up / spin down) is 7.5 / 7.5 eV. The calculated total energy is -495.62997 a.u.

Last column: natural (NBO) charge in e.
Cartesian coordinates (Å):
C: 1.160 1.123 -0.560  -0.307
C: 1.767 -1.291 0.031  -0.698
C: 0.873 -0.115 0.297  0.556
N: 0.497 2.363 -0.211  -0.817
O: 0.524 0.090 1.561  -0.612
H: 0.694 2.595 0.756  0.360
H: -0.508 2.264 -0.276  0.367
H: 0.970 0.880 -1.606  0.214
H: 2.244 1.277 -0.472  0.208
H: 1.850 -1.506 -1.034  0.227
H: 2.760 -1.025 0.412  0.242
H: 1.423 -2.176 0.559  0.250
C: -0.966 -0.812 -0.311  0.183
C: -1.072 -0.129 1.337  0.299
C: -1.641 -0.208 -1.300  -0.440
O: -0.836 -2.184 -0.255  -0.719
N: -1.835 0.884 1.484  -0.794
H: -1.389 -2.596 -0.930  0.481
H: -1.447 1.590 2.101  0.367
H: -1.163 -1.112 1.803  0.213
H: -1.876 0.843 -1.236  0.222
H: -2.030 -0.756 -2.152  0.197

Forces on atoms 1 to 2 (eV/Å):
-0.1 0.0 0.1
-0.1 0.0 0.0

=====

# 3
Computed, not measured: C19H24N5S5SbTc as an isolated structure in a non-equilibrium geometry, with ωB97M-V with the def2-TZVPD basis set.

As for the charge: +1. Its HOMO energy is -10.29 eV. The value obtained for the HOMO-LUMO gap is 5.4 eV. The calculated total energy is -3324.01330 a.u.

Last column: natural (NBO) charge in e.
Cartesian coordinates (Å):
Tc: -0.324 -0.038 -1.217  0.713
N: -2.677 3.556 -2.085  -0.745
C: -1.817 2.542 -2.060  0.312
S: -2.447 0.942 -1.730  -0.009
N: -0.559 2.715 -2.368  -0.402
N: 0.211 1.644 -2.288  -0.198
C: 1.294 1.551 -3.010  0.070
C: 2.057 0.358 -2.888  0.153
C: 3.233 0.131 -3.618  -0.195
C: 3.890 -1.071 -3.480  -0.117
C: 3.380 -2.013 -2.586  -0.227
C: 2.229 -1.718 -1.884  0.091
N: 1.562 -0.573 -2.031  -0.448
H: -3.650 3.394 -1.882  0.423
H: -2.358 4.487 -2.301  0.423
H: 1.568 2.343 -3.692  0.237
H: 3.600 0.903 -4.276  0.244
H: 4.787 -1.278 -4.042  0.245
H: 3.864 -2.967 -2.450  0.249
H: 1.808 -2.419 -1.175  0.234
S: -2.318 -5.331 0.093  -0.566
Sb: -1.372 -5.383 -1.936  0.957
S: -2.951 -2.349 -2.284  0.025
S: -0.919 -2.027 -2.279  -0.176
S: -3.084 -4.071 -3.323  -0.324
C: 1.852 2.342 0.787  -0.589
C: 2.087 1.227 1.805  -0.247
C: 2.792 0.013 1.196  -0.593
C: 0.826 0.793 2.517  0.068
C: 0.827 0.908 3.896  -0.222
C: -0.242 0.491 4.669  -0.136
C: -1.337 -0.069 4.039  -0.217
C: -1.408 -0.217 2.663  0.084
C: -2.685 -0.819 2.131  -0.251
C: -3.498 0.250 1.401  -0.603
C: -2.434 -2.066 1.291  -0.601
C: -0.313 0.230 1.855  -0.004
N: -0.322 0.130 0.518  -0.272
H: 2.806 2.703 0.413  0.215
H: 1.328 3.171 1.255  0.223
H: 1.260 1.992 -0.055  0.181
H: 2.757 1.637 2.567  0.216
H: 2.143 -0.490 0.482  0.183
H: 3.058 -0.690 1.982  0.224
H: 3.705 0.326 0.693  0.212
H: 1.691 1.340 4.378  0.222
H: -0.223 0.595 5.743  0.229
H: -2.175 -0.405 4.632  0.224
H: -3.279 -1.137 2.994  0.213
H: -2.885 0.740 0.654  0.205
H: -3.844 1.002 2.107  0.215
H: -4.361 -0.195 0.913  0.217
H: -1.744 -1.855 0.474  0.187
H: -3.374 -2.422 0.883  0.228
H: -2.015 -2.853 1.912  0.220

Forces on atoms 1 to 2 (eV/Å):
-1.7 -0.3 2.1
0.1 0.1 0.0

=====

# 4
Computed, not measured: C23H41BiN2O2P2 as an isolated structure in a non-equilibrium geometry, with ωB97M-V with the def2-TZVPD basis set.

As for the charge: +2. Its HOMO energy is -13.08 eV. The value obtained for the HOMO-LUMO gap is 5.2 eV. The calculated total energy is -2057.49332 a.u.

Last column: Mulliken charge in e.
Cartesian coordinates (Å):
Bi: 0.095 -0.988 -0.579  0.936
P: -2.160 -0.561 -0.971  0.698
C: -2.025 -0.171 -2.731  -1.833
C: -0.746 0.358 -3.222  1.352
N: 0.345 0.079 -2.469  0.279
C: 1.570 0.472 -2.897  0.671
C: 1.741 1.197 -4.079  -1.007
C: 0.610 1.504 -4.843  -0.452
C: -0.651 1.077 -4.415  -1.159
C: 2.745 0.100 -1.998  -1.344
P: 2.347 -1.405 -0.913  0.786
H: -1.531 1.294 -5.002  0.531
H: 2.724 1.512 -4.398  0.570
H: 0.712 2.061 -5.764  0.475
H: 3.641 -0.097 -2.588  0.642
H: 2.958 0.948 -1.347  0.475
H: -2.173 -2.204 -4.596  0.347
H: -2.933 0.094 -3.251  0.610
H: -0.612 -4.647 -3.174  0.351
O: -1.952 -3.151 -4.912  -0.626
H: -2.623 -3.421 -5.606  0.317
H: -0.182 -2.405 -0.112  0.042
O: -0.091 -5.092 -2.397  -0.641
H: 0.659 -4.474 -2.156  0.217
C: 2.887 -2.807 -2.050  -1.549
H: 3.923 -2.670 -2.361  0.460
H: 2.805 -3.765 -1.535  0.437
H: 2.260 -2.834 -2.942  0.484
C: 3.718 -1.338 0.373  -1.211
H: 3.703 -2.240 0.984  0.454
H: 4.692 -1.258 -0.109  0.479
H: 3.576 -0.474 1.023  0.314
C: -2.933 0.904 -0.193  -1.255
H: -3.903 1.116 -0.641  0.517
H: -3.075 0.736 0.874  0.366
H: -2.298 1.781 -0.315  0.287
C: -3.320 -1.968 -0.814  -1.282
H: -3.529 -2.168 0.236  0.415
H: -4.264 -1.753 -1.314  0.449
H: -2.897 -2.874 -1.246  0.345
C: -0.818 3.442 5.074  -1.626
C: -0.573 3.112 3.620  -0.062
C: -0.491 4.110 2.663  -0.514
C: -0.251 3.781 1.320  0.717
C: -0.156 4.906 0.341  -1.706
C: -0.095 2.427 0.922  -0.733
C: -0.176 1.394 1.873  0.772
C: -0.417 1.793 3.223  -0.630
N: 0.006 -0.011 1.518  0.553
C: 0.160 -1.036 2.640  1.310
C: 1.375 -0.668 3.557  -1.337
C: -1.195 -1.259 3.386  -1.404
C: 0.526 -2.493 2.207  -2.158
H: -0.001 4.083 5.462  0.356
H: -1.788 3.967 5.190  0.366
H: -0.855 2.528 5.712  0.358
H: -0.607 5.143 2.970  0.472
H: -1.107 5.480 0.351  0.382
H: 0.672 5.582 0.648  0.400
H: 0.039 4.538 -0.685  0.315
H: 0.100 2.186 -0.114  0.506
H: -0.483 1.112 4.034  0.341
H: 1.393 0.308 4.057  0.299
H: 1.485 -1.409 4.381  0.467
H: 2.311 -0.692 2.963  0.206
H: -1.934 -1.676 2.666  0.204
H: -1.069 -1.999 4.208  0.453
H: -1.730 -0.409 3.821  0.310
H: -0.318 -3.049 1.760  0.413
H: 1.437 -2.538 1.581  0.441
H: 0.749 -3.126 3.098  0.587

Forces on atoms 1 to 2 (eV/Å):
-1.1 5.5 3.7
-5.7 2.6 -3.8

=====

Repeat the second record exactly.
Computed, not measured: a single C6H12N2O2 molecule, with ωB97M-V with the def2-TZVPD basis set.

As for the charge: 0. Its HOMO energy (spin up / spin down) is -8.14 / -8.14 eV. The value obtained for the HOMO-LUMO gap (spin up / spin down) is 7.5 / 7.5 eV. The calculated total energy is -495.62997 a.u.

Last column: natural (NBO) charge in e.
Cartesian coordinates (Å):
C: 1.160 1.123 -0.560  -0.307
C: 1.767 -1.291 0.031  -0.698
C: 0.873 -0.115 0.297  0.556
N: 0.497 2.363 -0.211  -0.817
O: 0.524 0.090 1.561  -0.612
H: 0.694 2.595 0.756  0.360
H: -0.508 2.264 -0.276  0.367
H: 0.970 0.880 -1.606  0.214
H: 2.244 1.277 -0.472  0.208
H: 1.850 -1.506 -1.034  0.227
H: 2.760 -1.025 0.412  0.242
H: 1.423 -2.176 0.559  0.250
C: -0.966 -0.812 -0.311  0.183
C: -1.072 -0.129 1.337  0.299
C: -1.641 -0.208 -1.300  -0.440
O: -0.836 -2.184 -0.255  -0.719
N: -1.835 0.884 1.484  -0.794
H: -1.389 -2.596 -0.930  0.481
H: -1.447 1.590 2.101  0.367
H: -1.163 -1.112 1.803  0.213
H: -1.876 0.843 -1.236  0.222
H: -2.030 -0.756 -2.152  0.197

Forces on atoms 1 to 2 (eV/Å):
-0.1 0.0 0.1
-0.1 0.0 0.0